The following is a DFT calculation (ωB97M-V/def2-TZVPD) of a structure of composition C34H72GaN5O5 at a distorted geometry.

The geometry in XYZ format:
```
117
Properties=species:S:1:pos:R:3
C 1.4028 0.8292 1.9373
C 0.9697 -0.6066 1.7129
C -0.3488 -0.7077 0.9367
N -0.4878 0.1528 -0.2284
Ga 0.9158 0.1971 -1.5736
C 0.9401 2.1075 -2.3510
O 2.2956 2.6544 -2.4299
O 2.7796 2.5215 -3.7757
C 0.5188 -1.1170 -3.1181
C 1.5837 -2.1264 -3.2920
C 2.9108 -1.5987 -3.7927
N 1.4870 -3.3846 -3.0574
H 1.7899 1.2805 1.0263
H 2.2156 0.8547 2.6633
H 0.5832 1.4497 2.2966
H 1.7400 -1.1844 1.2060
H 0.8249 -1.0776 2.6902
H -0.5068 -1.7451 0.6291
H -1.1559 -0.4827 1.6462
H -0.7287 1.0838 0.0773
H 2.4005 -0.0902 -1.0243
H 0.5194 2.1366 -3.3545
H 0.3656 2.8279 -1.7623
H 2.5413 3.3741 -4.1609
H -0.4550 -1.5858 -2.9660
H 0.4630 -0.5092 -4.0245
H 2.9894 -1.7759 -4.8631
H 2.9920 -0.5348 -3.5892
H 3.7182 -2.1064 -3.2746
H 0.5374 -3.5875 -2.7491
C 8.5567 3.6283 3.4793
C 7.4528 2.6542 3.9208
C 7.9502 1.2100 3.8468
C 8.0969 0.7035 2.4128
C 6.7859 0.8700 1.6442
C 6.2357 2.2966 1.6785
N 6.2192 2.8022 3.0902
O 5.1709 2.4248 3.7315
C 7.0699 3.2144 0.7653
C 4.8175 2.3075 1.1295
C 7.1148 3.0128 5.3615
H 9.3838 3.5770 4.1886
H 8.9735 3.4127 2.5012
H 8.1822 4.6526 3.4712
H 7.2438 0.5659 4.3793
H 8.9031 1.1405 4.3777
H 8.9112 1.2285 1.9049
H 8.3776 -0.3516 2.4269
H 6.9155 0.5754 0.6014
H 6.0382 0.1939 2.0689
H 6.8589 4.2636 0.9756
H 6.8017 3.0240 -0.2727
H 8.1439 3.0548 0.8389
H 4.1638 1.6130 1.6472
H 4.8337 2.0135 0.0807
H 4.3782 3.3038 1.1932
H 6.6835 4.0127 5.4228
H 8.0304 2.9952 5.9539
H 6.4112 2.3115 5.8025
C -6.2309 -3.1944 3.1860
C -4.8130 -2.6284 3.0096
C -4.5211 -2.3424 1.5352
C -4.3258 -3.6107 0.7080
C -3.2327 -4.4845 1.3194
C -3.4682 -4.8124 2.7958
N -3.7750 -3.5586 3.5565
O -2.7007 -2.9227 3.8632
C -4.5934 -5.8526 2.9457
C -2.2096 -5.4330 3.3866
C -4.7618 -1.3297 3.8026
H -6.9564 -2.4340 2.8962
H -6.4398 -4.0684 2.5769
H -6.4137 -3.4542 4.2297
H -3.6154 -1.7326 1.4636
H -5.3378 -1.7420 1.1280
H -5.2656 -4.1662 0.6269
H -4.0426 -3.3383 -0.3099
H -3.1416 -5.4223 0.7665
H -2.2749 -3.9656 1.2200
H -4.9431 -5.8993 3.9780
H -4.2124 -6.8380 2.6784
H -5.4479 -5.6699 2.2984
H -1.3383 -4.7988 3.2474
H -2.0196 -6.3840 2.8891
H -2.3305 -5.6196 4.4548
H -4.8865 -1.5187 4.8699
H -5.5734 -0.6823 3.4699
H -3.8245 -0.7996 3.6564
C -4.6066 2.7529 -5.7194
C -3.4599 1.9168 -5.1296
C -3.6924 0.4265 -5.3802
C -4.8123 -0.1573 -4.5206
C -4.5437 0.1115 -3.0403
C -4.3096 1.5892 -2.7215
N -3.2964 2.1611 -3.6650
O -2.1049 1.8795 -3.2752
C -5.6363 2.3695 -2.7751
C -3.7639 1.7189 -1.3039
C -2.1857 2.3627 -5.8342
H -4.6061 2.6452 -6.8047
H -5.5945 2.4559 -5.3794
H -4.4690 3.8094 -5.4854
H -2.7658 -0.1148 -5.1664
H -3.9066 0.2796 -6.4416
H -5.7817 0.2531 -4.8202
H -4.8727 -1.2346 -4.6877
H -5.3769 -0.2466 -2.4304
H -3.6604 -0.4571 -2.7342
H -5.4509 3.4439 -2.8071
H -6.2159 2.1584 -1.8766
H -6.2706 2.1023 -3.6182
H -2.8641 1.1239 -1.1523
H -4.5246 1.3725 -0.6024
H -3.5288 2.7591 -1.0722
H -1.9560 3.4034 -5.6012
H -2.3278 2.2728 -6.9119
H -1.3294 1.7551 -5.5518
```

The HOMO energy (spin up / spin down) is -4.2 / -4.2 eV. Its total charge is -1. The value obtained for the total energy is -3913.1880 a.u. The spin multiplicity is 4. As for the expectation value of S²: 3.76.

These are the Löwdin partial charges, in e, on atoms 1 to 6: number 1, C, carries -0.134; number 2, C, carries -0.284; number 3, C, carries -0.364; number 4, N, carries -0.127; number 5, Ga, carries 0.415; number 6, C, carries -0.252

The following is a DFT calculation (ωB97M-V/def2-TZVPD) of a cluster of 4 separate species, C34H73BN3O4 in total at a distorted geometry.

The geometry in XYZ format:
```
115
Properties=species:S:1:pos:R:3
C -9.7476 -4.8498 -4.6552
C -8.2287 -4.4480 -4.5544
C -7.8273 -3.5078 -5.7673
C -6.5512 -4.0165 -6.5353
C -5.2960 -3.9018 -5.5953
C -4.6027 -2.4944 -5.6621
C -3.1268 -2.5438 -5.1480
C -2.9579 -3.0634 -3.6722
C -1.7615 -4.0936 -3.5969
C -1.5812 -4.6269 -2.1433
C -0.1574 -5.2013 -1.8246
C -0.0469 -5.3720 -0.2556
C 1.3949 -5.0902 0.3033
C 1.3964 -3.8029 1.2277
C 0.9456 -4.1831 2.6923
B 1.7216 -3.3135 3.8741
C 1.1839 -1.7680 3.9387
O 1.9226 -0.8246 3.0787
C 1.1856 0.3082 2.8585
C 1.2277 0.9891 1.5777
C 0.4316 2.1467 1.3226
C -0.4555 2.7110 2.3153
C -0.4836 2.0937 3.6012
C 0.3326 0.9028 3.8630
H -10.3130 -4.2414 -3.9138
H -10.1748 -4.6140 -5.6514
H -9.8516 -5.9422 -4.4774
H -8.0370 -3.8806 -3.6122
H -7.5415 -5.3235 -4.5205
H -8.6373 -3.4157 -6.5251
H -7.6079 -2.5021 -5.3320
H -6.6869 -5.0357 -6.9628
H -6.3895 -3.2958 -7.3778
H -5.5596 -4.1045 -4.5327
H -4.5545 -4.6540 -5.9558
H -4.5449 -2.2435 -6.7550
H -5.2049 -1.6801 -5.1999
H -2.7104 -1.5147 -5.2049
H -2.5690 -3.2462 -5.8092
H -2.6880 -2.2218 -2.9904
H -3.9066 -3.5125 -3.3086
H -0.8622 -3.5560 -3.9826
H -2.0565 -4.9274 -4.2827
H -2.3178 -5.4375 -1.9178
H -1.7513 -3.7769 -1.4425
H -0.0904 -6.2277 -2.2620
H 0.6789 -4.6126 -2.2572
H -0.3770 -6.4068 0.0155
H -0.7843 -4.7007 0.2506
H 2.1858 -5.0589 -0.4804
H 1.6444 -5.9558 0.9672
H 0.6159 -3.1033 0.8306
H 2.3813 -3.2901 1.2433
H 1.0017 -5.2845 2.8923
H -0.1486 -3.9275 2.7768
H 2.9223 -3.4341 3.8317
H 1.3685 -3.8336 4.9233
H 1.3354 -1.4171 4.9949
H 0.0895 -1.7867 3.6980
H 1.8755 0.6285 0.7598
H 0.4471 2.6793 0.3485
H -1.0863 3.5872 2.0884
H -1.1498 2.4969 4.3899
H 0.2572 0.4787 4.8817
C 4.0731 4.3340 7.7910
C 3.5514 3.3161 6.7802
C 2.0370 3.4068 6.5363
O 1.2352 2.8601 7.5743
C 1.0453 3.7106 8.6875
N 3.9518 1.9723 7.2112
H 3.8522 4.0510 8.8209
H 5.1592 4.4195 7.7127
H 3.6479 5.3239 7.6078
H 4.0437 3.5282 5.8255
H 1.7858 2.8208 5.6477
H 1.7306 4.4376 6.3135
H 0.9860 4.7631 8.3943
H 1.8437 3.5667 9.4199
H 0.1059 3.4312 9.1677
H 3.6951 1.3047 6.4870
H 3.3581 1.7155 7.9972
C 1.0382 3.0713 -4.7879
C 0.5975 2.1084 -5.8867
C -0.9242 2.0913 -6.1194
O -1.6646 1.3867 -5.1377
C -1.9186 2.1163 -3.9490
N 1.1148 0.7705 -5.5802
H 0.8504 2.6785 -3.7884
H 2.1118 3.2560 -4.8581
H 0.5288 4.0335 -4.8803
H 1.0624 2.4472 -6.8184
H -1.1126 1.5638 -7.0595
H -1.3218 3.1069 -6.2467
H -2.0711 3.1813 -4.1463
H -1.1055 1.9764 -3.2340
H -2.8253 1.7139 -3.4955
H 0.9107 0.1522 -6.3617
H 0.5530 0.3925 -4.8197
C 7.4364 5.0100 2.2369
C 6.6159 6.2269 2.6539
C 5.4194 5.8844 3.5597
O 4.3145 5.3095 2.8857
C 4.4347 3.9183 2.6267
N 6.1932 6.9508 1.4494
H 6.9543 4.4316 1.4487
H 8.4071 5.3258 1.8489
H 7.6177 4.3480 3.0864
H 7.2793 6.8816 3.2287
H 5.0448 6.8201 3.9871
H 5.7253 5.2554 4.4063
H 4.9708 3.3976 3.4254
H 4.9287 3.7511 1.6673
H 3.4298 3.4994 2.5547
H 5.7360 7.8150 1.7300
H 5.4457 6.4106 1.0177
```

The HOMO energy is -4.8 eV. Its total charge is -1. The value obtained for the total energy is -1829.2350 a.u.

These are the Löwdin partial charges, in e, on atoms 1 to 6: number 1, C, carries -0.118; number 2, C, carries -0.249; number 3, C, carries -0.218; number 4, C, carries -0.212; number 5, C, carries -0.217; number 6, C, carries -0.216

The following is a DFT calculation (ωB97M-V/def2-TZVPD) of a structure of composition C34H73BiGeN11OSe at a distorted geometry.

The geometry in XYZ format:
```
122
Properties=species:S:1:pos:R:3
Bi -1.2097 -2.6838 -0.1964
C -3.7210 -3.9507 1.8351
N -4.3373 -2.6631 2.0324
C -4.7714 -2.4635 3.3579
C -4.3870 -1.6827 1.0587
N -3.4990 -1.5929 0.0977
C -3.6807 -0.5481 -0.8797
C -2.8357 -0.7879 -2.1319
N -1.3693 -0.8689 -1.9411
C -0.7483 -1.6759 -3.0330
C 0.6987 -2.1331 -2.7509
N 0.9947 -2.4972 -1.3261
C 2.2016 -3.0162 -1.0382
N 3.1452 -3.2548 -2.0309
C 3.4685 -4.6078 -2.4621
C 3.9090 -2.1642 -2.6259
N 2.5930 -3.2309 0.2563
C 1.6812 -3.3275 1.4076
C 3.9490 -3.7544 0.5574
C -0.6217 0.4118 -1.8463
C -1.1760 1.5594 -1.0494
N -0.1259 2.6952 -1.0343
C -0.5513 3.8902 -1.6650
N -0.6057 5.0558 -0.9518
C -0.4203 6.3080 -1.6030
C -1.2771 4.9621 0.3971
N -0.8980 3.9957 -2.9949
C -2.1989 4.5328 -3.4352
C -0.2829 3.1443 -4.0112
N -5.4221 -0.7707 1.2278
C -5.3200 0.6639 1.1600
C -6.8326 -1.1882 1.3839
H -2.5996 -3.8582 1.9897
H -3.8621 -4.3761 0.7827
H -4.1680 -4.5840 2.6343
H -5.7392 -3.0053 3.5743
H -4.8336 -1.4169 3.6737
H -4.0580 -2.9499 4.0401
H -3.4525 0.4204 -0.4384
H -4.7868 -0.4841 -1.2071
H -2.9938 -0.0273 -2.8862
H -3.2110 -1.7592 -2.5382
H -0.7809 -1.1446 -3.9719
H -1.4173 -2.5480 -3.1718
H 1.4224 -1.4183 -3.0995
H 0.8062 -3.0628 -3.3757
H 3.0112 -5.3436 -1.7214
H 4.5841 -4.7761 -2.3396
H 3.0964 -4.8183 -3.4183
H 3.5197 -1.1492 -2.4130
H 4.0067 -2.2017 -3.7274
H 4.9415 -2.1646 -2.1832
H 1.0718 -4.2023 1.2562
H 1.0597 -2.4836 1.6137
H 2.3367 -3.4585 2.2991
H 4.7257 -3.3416 -0.0422
H 3.8191 -4.8632 0.4379
H 4.2525 -3.5723 1.6179
H -0.4755 0.8035 -2.8993
H 0.4445 0.1732 -1.5530
H -1.4232 1.2770 -0.0051
H -1.9726 2.0328 -1.5891
H 0.2931 6.2038 -2.4851
H 0.0859 7.0010 -0.9410
H -1.3845 6.8291 -1.9697
H -1.1226 3.8922 0.6598
H -2.3229 5.3316 0.3713
H -0.7102 5.5741 1.1018
H -2.5600 5.1991 -2.6695
H -2.9321 3.7098 -3.5537
H -2.1664 5.1719 -4.3492
H 0.5496 2.5676 -3.6407
H 0.1045 3.7722 -4.8338
H -1.0432 2.4984 -4.4838
H -4.3701 0.9934 1.6271
H -6.1395 1.0573 1.7901
H -5.5128 0.9392 0.1290
H -7.0918 -2.2718 1.2351
H -7.4493 -0.6115 0.6678
H -7.1031 -0.8393 2.3607
O -1.6162 0.6310 2.5707
H -2.6081 0.6216 2.6186
H -1.4131 -0.2863 2.8516
Se -1.9630 -5.1736 -1.2163
C -0.6685 -6.1254 -0.2166
C 0.4512 -6.7052 -0.8700
C 1.2255 -7.5515 -0.1792
N 1.1392 -7.6817 1.1456
C 0.1768 -7.1039 1.7611
C -0.8457 -6.3717 1.1385
H 0.5001 -6.6265 -1.9673
H 1.9582 -8.2142 -0.6355
H 0.2246 -7.3772 2.8499
H -1.7211 -6.0312 1.7513
C 6.5167 4.5981 0.3209
C 5.1126 5.0646 0.7526
C 4.1165 3.8741 0.8041
C 3.1801 3.6266 -0.3631
Ge 1.5211 2.5766 -0.0063
C 0.9067 2.7597 1.8423
C 1.7038 1.9157 2.8675
C 1.9016 2.5895 4.2964
C 2.9274 3.7236 4.4008
H 7.0521 5.3900 -0.1727
H 6.3884 3.7121 -0.3103
H 7.1473 4.2328 1.1139
H 4.6784 5.8868 0.1498
H 5.0716 5.4974 1.7570
H 3.5930 3.9893 1.7488
H 4.7187 2.9869 0.9597
H 3.6764 3.0907 -1.1917
H 2.8433 4.6192 -0.7178
H 2.1297 1.2707 -0.4101
H -0.1125 2.2853 1.9307
H 0.8423 3.8215 2.2118
H 2.7158 1.6113 2.5058
H 1.0809 1.0299 3.0345
H 2.0146 1.7333 5.0300
H 0.9047 3.0162 4.4556
H 3.8603 3.4902 3.8687
H 3.3325 3.8764 5.4147
H 2.5385 4.6549 3.9836
```

The HOMO energy is -15.7 eV. The value obtained for the energy above the lowest of the compared OMol25 structures with the same formula, charge and spin is 183.7 kJ/mol. Its total charge is +3. The value obtained for the total energy is -6708.7762 a.u.

These are the Löwdin partial charges, in e, on atoms 1 to 6: number 1, Bi, carries 1.586; number 2, C, carries -0.100; number 3, N, carries -0.173; number 4, C, carries -0.073; number 5, C, carries -0.351; number 6, N, carries -0.064

The following is a DFT calculation (ωB97M-V/def2-TZVPD) of a structure of composition C34H73Br10N3O3Si2.

The geometry in XYZ format:
```
125
Properties=species:S:1:pos:R:3
C -4.5344 4.6705 1.2113
C -5.2594 3.5046 0.5403
C -4.4141 2.2291 0.4639
C -4.7723 1.2409 -0.6650
C -3.5404 0.5887 -1.2971
C -3.8857 -0.6692 -2.0944
C -2.6852 -1.5417 -2.4738
C -1.8931 -1.0527 -3.7071
C -1.9566 -2.0380 -4.8844
C -0.8161 -1.9449 -5.9067
C -0.4466 -0.5305 -6.3931
C 1.0679 -0.2701 -6.4859
C 1.6789 0.5038 -5.3012
C 2.2874 1.8751 -5.6521
C 1.9836 2.9968 -4.6492
C 3.1063 3.3248 -3.6486
C 3.9028 2.1218 -3.1382
C 3.2294 1.3535 -2.0029
C 4.1865 0.4506 -1.2247
C 3.6488 0.0121 0.1463
Si 2.3170 -1.2713 0.0378
C 2.9769 -2.7968 -0.8405
N 2.8069 -2.7691 -2.3124
O 1.8436 -1.6488 1.5901
Si 0.3887 -2.2393 2.0587
C 0.3326 -4.0993 1.8459
C -0.8319 -4.7889 2.5003
N -1.5518 -5.7108 2.0179
C 0.2211 -1.7042 3.8572
O -0.9834 -2.1932 4.4869
N -2.1038 -1.4768 4.0363
O -3.0810 -1.9889 4.4068
H -3.4983 4.7367 0.8653
H -5.0224 5.6250 1.0076
H -4.5067 4.5459 2.2958
H -5.5923 3.7865 -0.4606
H -6.1503 3.2952 1.1418
H -3.3642 2.5202 0.3416
H -4.4846 1.7051 1.4226
H -5.3958 0.4432 -0.2525
H -5.3419 1.7733 -1.4326
H -3.0396 1.3009 -1.9665
H -2.8427 0.3029 -0.4999
H -4.6048 -1.2571 -1.5201
H -4.3764 -0.3712 -3.0299
H -2.0058 -1.5664 -1.6149
H -3.0328 -2.5609 -2.6548
H -0.8472 -0.8613 -3.4492
H -2.3354 -0.1042 -4.0268
H -1.9517 -3.0504 -4.4717
H -2.9054 -1.8910 -5.4099
H -1.1138 -2.5361 -6.7763
H 0.0724 -2.4322 -5.4923
H -0.8616 -0.3923 -7.3953
H -0.9213 0.2292 -5.7682
H 1.2827 0.2603 -7.4169
H 1.5729 -1.2360 -6.5770
H 2.4526 -0.1260 -4.8486
H 0.9165 0.6419 -4.5280
H 1.9070 2.1741 -6.6319
H 3.3681 1.7658 -5.7602
H 1.0691 2.7531 -4.1002
H 1.7520 3.9057 -5.2108
H 2.6483 3.7880 -2.7678
H 3.7849 4.0739 -4.0617
H 4.8765 2.4775 -2.7825
H 4.1195 1.4206 -3.9478
H 2.4363 0.7270 -2.4273
H 2.7781 2.0634 -1.3010
H 4.4251 -0.4405 -1.8193
H 5.1383 0.9738 -1.0834
H 4.4547 -0.4156 0.7520
H 3.2848 0.8846 0.6996
H 1.1633 -0.7915 -0.7731
H 2.4855 -3.6872 -0.4385
H 4.0417 -2.9074 -0.6070
H 2.0167 -3.3377 -2.5901
H 2.6022 -1.8365 -2.6564
H -0.7115 -1.6418 1.2649
H 1.2677 -4.5370 2.2147
H 0.2839 -4.3075 0.7696
H -1.0887 -4.4629 3.5093
H -1.2533 -5.9513 1.0689
H 0.2385 -0.6117 3.9041
H 1.0435 -2.0774 4.4676
Br 6.4607 -0.8265 2.8578
C 5.5052 -1.0890 4.5307
C 4.0129 -1.0509 4.3347
Br 3.3628 0.7578 4.0498
H 5.8514 -0.3132 5.2069
H 5.8194 -2.0622 4.9005
H 3.5149 -1.4082 5.2343
H 3.6885 -1.6309 3.4750
Br -9.6039 -0.9580 1.9440
C -8.0146 -1.1188 3.0495
C -6.7748 -0.6631 2.3280
Br -6.1865 -1.9458 0.9934
H -7.9492 -2.1592 3.3514
H -8.1920 -0.4932 3.9212
H -5.9475 -0.5625 3.0270
H -6.9297 0.2763 1.8044
Br -1.1979 -4.4993 9.9450
C -2.1242 -4.1015 8.2830
C -1.8551 -2.7016 7.8013
Br -2.8098 -1.3665 8.8448
H -3.1800 -4.2720 8.4672
H -1.7573 -4.8235 7.5571
H -2.2049 -2.5883 6.7790
H -0.8021 -2.4450 7.8600
Br 9.3972 -0.7662 6.2157
C 9.7676 0.0890 4.5082
C 10.1593 1.5329 4.6667
Br 8.6296 2.6473 5.1108
H 8.8593 -0.0222 3.9265
H 10.5758 -0.4829 4.0582
H 10.5486 1.9203 3.7280
H 10.8901 1.6782 5.4559
Br -3.3951 3.8836 -3.1530
C -2.5292 5.6071 -2.9096
C -3.4799 6.6500 -2.3881
Br -4.7145 7.2649 -3.7560
H -2.1126 5.8826 -3.8728
H -1.7253 5.4364 -2.1981
H -2.9298 7.5304 -2.0631
H -4.0849 6.2734 -1.5726
```

The HOMO energy is -9.3 eV. The value obtained for the total energy is -28048.3916 a.u.

These are the Löwdin partial charges, in e, on atoms 1 to 6: number 1, C, carries -0.120; number 2, C, carries -0.268; number 3, C, carries -0.221; number 4, C, carries -0.220; number 5, C, carries -0.228; number 6, C, carries -0.218